Molecular formula: C20H27MgN5O6
Method: DFT, wB97M-V/def2-TZVPD

XYZ file:
```
59
Properties=species:S:1:pos:R:3:forces:R:3:nbo_charge:R:1
H 1.017 -0.104 2.216 0.05 0.05 -0.06 0.432
C 1.063 -6.070 0.342 0.01 0.08 -0.01 -0.206
C -2.881 0.568 -0.039 -0.36 -0.68 0.07 0.772
N 1.942 0.024 -1.714 0.59 -0.17 0.03 -0.888
H 0.993 2.436 3.023 0.04 -0.01 0.00 0.197
C -4.360 2.998 2.472 0.01 0.05 0.07 -0.228
Mg 0.127 0.299 -0.268 -0.02 -0.19 -0.35 1.780
H -7.206 1.963 0.961 0.00 -0.01 0.00 0.213
H 2.331 1.763 2.106 -0.01 0.00 0.03 0.193
H 2.147 0.414 -2.627 -0.05 0.00 -0.04 0.362
H 1.991 -0.986 -1.791 -0.03 0.03 0.02 0.401
H -1.656 0.643 -2.070 0.04 0.12 -0.05 0.432
H 0.499 -6.901 0.743 0.00 0.00 0.01 0.222
C 2.907 0.532 -0.734 0.08 0.18 -0.02 -0.249
C 0.587 3.024 -1.479 -0.15 -0.03 -0.14 -0.220
H 2.242 -7.289 -0.995 -0.01 -0.01 0.02 0.247
H 0.073 -4.601 1.556 0.00 -0.02 -0.01 0.225
H 3.232 2.410 0.269 -0.02 0.04 0.00 0.207
O 4.294 -4.468 -2.642 -0.10 -0.11 0.09 -0.390
C 1.260 1.966 2.072 -0.05 0.13 -0.09 -0.233
H -4.020 3.675 3.246 0.00 0.00 -0.01 0.209
N 0.552 0.717 1.820 0.33 -0.14 0.63 -0.954
H -0.380 0.951 -3.051 0.15 -0.07 0.02 0.370
C -6.150 2.037 1.187 -0.01 -0.03 0.04 -0.221
O 4.022 -6.594 -2.446 -0.09 0.13 0.06 -0.374
N -0.725 1.079 -2.108 -0.82 0.08 -0.15 -0.935
C -5.713 2.905 2.179 -0.01 0.03 -0.01 -0.204
N 1.203 2.282 -0.361 0.20 0.48 -0.11 -0.541
H -0.390 0.740 2.196 -0.04 0.00 -0.12 0.403
O 0.595 -1.562 -0.039 0.25 -0.66 0.16 -0.894
H -5.549 0.583 -0.291 0.00 0.04 -0.02 0.236
C -0.813 2.510 -1.794 0.10 0.16 -0.04 -0.244
H 1.192 2.871 -2.374 0.08 0.04 0.05 0.191
H -1.460 2.636 -0.925 -0.07 -0.03 0.00 0.214
C -3.447 2.222 1.776 -0.07 -0.09 0.00 -0.203
C -3.879 1.351 0.781 0.16 0.23 -0.06 -0.097
C 2.646 2.028 -0.568 0.08 -0.14 0.01 -0.232
H 2.723 0.028 0.218 0.05 -0.10 -0.02 0.213
C -5.236 1.265 0.489 0.03 -0.05 -0.02 -0.184
C 2.028 -6.298 -0.624 0.17 -0.07 -0.17 -0.197
N 3.758 -5.445 -2.146 0.35 -0.02 -0.28 0.530
C 2.736 -5.218 -1.125 -0.40 0.07 0.38 0.008
O -1.685 0.519 0.419 -0.65 0.36 0.03 -0.933
H 2.997 2.557 -1.458 -0.05 0.03 0.01 0.193
H 3.079 -3.114 -1.108 -0.01 0.01 0.00 0.227
C 0.941 2.932 0.930 0.04 -0.11 0.14 -0.228
O -3.278 0.014 -1.072 0.37 0.35 0.06 -0.698
C 2.496 -3.923 -0.691 0.09 -0.02 -0.18 -0.142
H 1.512 3.865 1.032 -0.05 0.00 0.00 0.186
H -0.125 3.170 0.972 0.01 0.07 -0.04 0.209
H -6.427 3.511 2.722 0.00 -0.01 0.00 0.211
C 1.526 -3.702 0.272 -0.08 0.00 0.09 -0.127
H 0.564 4.103 -1.280 0.04 -0.03 0.00 0.197
C 0.820 -4.781 0.792 -0.02 0.02 0.04 -0.150
H 3.955 0.365 -1.005 -0.03 0.00 0.04 0.194
C 1.254 -2.296 0.768 0.10 -0.22 0.11 0.790
O 1.704 -1.990 1.878 -0.20 0.22 -0.24 -0.696
H -1.239 3.108 -2.606 -0.01 -0.02 0.04 0.195
H -2.388 2.278 1.995 0.00 0.02 0.01 0.206
```
Forces are in eV/Å.

Values from the calculation:
* spin multiplicity: 1
* Kohn-Sham gap: 8.87 eV

Molecular formula: C12H10N5O8
Method: DFT, wB97M-V/def2-TZVPD

XYZ file:
```
35
Properties=species:S:1:pos:R:3:forces:R:3:nbo_charge:R:1
C -2.857 -1.339 -0.152 -2.13 -1.30 -0.01 -0.039
H 2.458 2.970 -1.124 0.07 -0.13 0.16 0.246
O 0.492 1.017 2.370 0.25 -0.53 0.79 -0.721
H 2.597 -0.173 2.861 0.08 0.07 -0.06 0.215
C 0.798 3.548 0.729 0.88 -1.25 -0.44 0.547
O -4.785 -1.034 -1.189 -0.20 -0.62 0.21 -0.155
H 3.610 2.309 0.066 0.08 -0.04 -0.36 0.190
C -0.443 0.160 -0.407 -1.13 1.60 -1.44 -0.099
C 1.534 1.291 1.746 -0.88 1.07 -1.71 0.517
O 1.124 4.519 0.033 -0.08 -0.11 0.20 -0.682
N -1.386 -3.150 0.773 -0.16 2.60 -1.01 -0.084
C 2.808 0.530 2.051 0.09 -0.16 0.14 -0.714
C -1.642 0.683 -0.920 1.38 -0.60 0.74 -0.030
O -0.524 2.633 -1.468 -2.05 -1.81 -0.33 -0.346
O 1.761 -1.911 0.146 -1.24 -0.40 0.39 -0.360
H -0.537 2.818 2.290 0.03 0.22 -0.15 0.250
H -1.282 3.868 1.051 0.15 0.01 0.02 0.213
C -0.384 3.694 1.657 -0.13 0.05 0.41 -0.723
N -4.067 -1.969 -0.414 1.34 1.54 0.32 0.418
N 0.559 -2.005 0.348 -0.91 1.77 -0.41 0.421
H 3.593 1.231 2.359 -0.03 -0.15 -0.10 0.213
O -2.555 2.406 -2.230 0.66 -1.20 1.06 -0.385
C 1.557 2.269 0.657 -0.98 0.52 1.61 -0.402
C -0.486 -1.088 0.215 0.66 -2.89 0.34 0.051
H -0.224 4.586 2.275 -0.09 -0.08 -0.14 0.207
H 3.161 -0.035 1.180 -0.02 0.21 0.15 0.226
C 2.610 2.183 -0.379 0.58 0.24 -0.05 -0.636
O -0.005 -3.229 0.698 0.15 0.42 0.51 -0.147
H 2.590 1.208 -0.885 0.18 -0.04 -0.10 0.172
C -2.863 -0.114 -0.838 -1.68 1.15 -1.41 0.177
N -1.587 1.976 -1.583 1.22 2.19 -0.71 0.493
C -1.664 -1.856 0.426 1.25 -2.79 0.10 0.109
N -4.058 0.082 -1.471 2.32 -0.50 1.30 -0.079
O -4.610 -3.021 -0.122 0.64 0.68 -0.12 -0.374
H 0.517 0.649 -0.563 -0.31 0.27 0.07 0.312
```
Forces are in eV/Å.

Values from the calculation:
* spin multiplicity: 1
* Kohn-Sham gap: 4.19 eV
* net charge: -1

Molecular formula: C7H11Br
Method: DFT, wB97M-V/def2-TZVPD

XYZ file:
```
19
Properties=species:S:1:pos:R:3:forces:R:3:nbo_charge:R:1
H -1.884 0.432 -1.964 -0.63 0.19 1.35 0.241
C -0.590 -0.662 -0.309 -4.13 3.30 -1.45 0.055
C -0.724 0.784 -0.109 0.83 -0.66 3.38 -0.160
H -0.032 2.462 -1.137 -0.81 1.70 -1.02 0.214
H -1.235 0.378 1.925 -0.32 1.77 -0.55 0.223
H 1.092 1.775 -0.138 1.20 0.01 0.91 0.216
H -1.327 2.191 1.422 -0.23 0.38 0.43 0.221
H 1.594 -1.157 0.657 -0.38 -2.01 -1.01 0.208
H 0.197 1.251 1.894 -0.44 0.67 -1.11 0.219
H -0.567 -2.673 -1.137 0.28 1.43 1.22 0.214
C 0.302 1.542 -0.790 1.25 -0.87 -1.94 -0.584
H 1.910 -2.597 -0.524 0.54 0.38 -0.78 0.216
H 0.696 0.900 -1.583 0.13 0.65 -0.37 0.214
C 1.203 -2.130 0.136 0.67 2.16 0.47 -0.622
Br -3.577 -0.051 0.016 0.07 0.31 -0.24 0.059
C -0.784 1.269 1.352 -0.39 -3.29 1.22 -0.599
C -0.124 -1.846 -0.472 0.50 -1.98 -1.52 -0.209
C -1.942 0.386 -0.844 2.09 -2.86 -0.94 -0.338
H 1.075 -2.888 0.833 -0.22 -1.28 1.96 0.213
```
Forces are in eV/Å.

Values from the calculation:
* spin multiplicity: 1
* structure (SMILES): C/C=C1/[C@@H](Br)C1(C)C
* Kohn-Sham gap: 9.15 eV

Molecular formula: C28H36As2CoSi
Method: DFT, wB97M-V/def2-TZVPD

XYZ file:
```
68
Properties=species:S:1:pos:R:3:forces:R:3:nbo_charge:R:1
C -3.423 4.417 1.146 0.01 -0.79 0.36 -0.211
H 1.450 1.682 -3.476 -1.13 -0.15 0.22 0.203
C 3.740 -1.140 -0.812 0.02 0.19 0.68 -0.925
H 1.463 -0.308 2.157 0.60 0.08 0.17 0.254
C 0.529 1.326 -2.880 -1.03 -0.08 -4.10 -1.081
H 6.737 2.986 -1.191 -0.27 0.14 0.01 0.234
H -2.282 -0.332 0.920 1.44 -2.45 2.22 -0.182
C 2.495 0.036 1.977 0.10 -0.35 -0.63 -0.901
H -6.012 -2.739 -3.477 -0.20 -0.03 -0.07 0.219
H 1.625 -2.736 1.189 -0.49 -0.10 -0.16 0.213
C 3.620 4.350 -0.839 0.74 -0.75 0.04 -0.233
C -3.163 3.200 0.499 -0.55 0.19 0.61 -0.206
C 3.650 1.983 -0.189 -0.16 -0.78 -0.52 -0.333
H -4.911 3.104 3.976 0.19 0.32 -0.17 0.225
H -3.134 5.365 0.679 -0.18 -0.35 0.30 0.219
C -4.108 -0.356 -1.185 -1.09 0.15 0.44 -0.440
H 4.206 -1.735 -0.019 0.04 0.01 -0.37 0.245
H 0.886 4.674 1.729 -0.15 -0.43 0.34 0.235
C 0.630 3.618 1.560 -0.19 -0.01 -0.69 -0.906
As 2.627 0.237 0.008 1.42 -0.06 2.32 0.850
C -4.133 -1.820 -3.105 -0.11 0.38 0.05 -0.205
C -6.201 -1.312 -1.884 0.18 0.34 -0.29 -0.207
C 5.673 3.057 -0.965 -0.09 -0.52 0.32 -0.203
C 0.666 -3.154 -0.797 -1.12 0.17 0.10 -0.066
H 3.043 -1.741 -1.397 0.30 0.02 0.04 0.251
C -1.499 -2.839 -0.057 0.63 -0.76 -2.86 -0.123
H -2.689 3.188 -0.477 -0.10 -0.05 0.03 0.214
H -2.363 -0.768 -2.439 -0.51 -0.16 0.28 0.223
H -0.936 -2.360 2.053 0.14 -0.15 -0.13 0.222
C 0.710 -2.810 0.593 -1.22 0.35 1.40 -0.367
C 0.378 4.969 -1.260 0.48 -0.46 0.39 -0.919
H -2.181 0.933 -0.680 0.73 0.28 -0.15 -0.223
H 0.912 5.033 -2.217 -0.24 0.14 0.27 0.252
H 0.616 5.803 -0.587 -0.15 -0.07 -0.41 0.239
H -0.435 3.399 1.742 0.48 0.22 0.18 0.257
C -0.707 -3.160 -1.199 -0.81 0.30 1.00 -0.359
H 3.060 5.271 -0.988 0.28 -0.12 0.01 0.222
H -3.616 -2.332 -3.926 -0.37 0.22 0.35 0.221
C -5.496 -2.014 -2.867 -0.11 -0.21 0.04 -0.200
C -4.042 4.371 2.408 -0.19 -0.27 0.21 -0.200
H -0.704 4.881 -1.425 0.38 0.09 0.06 0.257
H 4.489 -0.659 -1.448 -0.17 -0.23 0.08 0.252
C 2.957 3.203 -0.380 -0.61 0.81 -0.25 -0.356
H -0.319 2.011 -2.978 0.12 -0.35 -0.31 0.230
C -0.622 -2.644 1.055 2.97 0.19 0.14 -0.175
As 0.949 3.312 -0.360 0.19 1.17 1.82 0.875
C -5.508 -0.408 -1.076 0.45 -0.92 -0.50 -0.203
H -2.580 -2.744 -0.052 0.20 -0.09 0.02 0.228
C -3.526 1.979 1.108 -0.58 0.07 0.29 -0.466
H 1.290 2.927 2.107 -0.35 0.41 -0.13 0.236
H 0.315 0.305 -3.217 -0.20 0.21 -0.12 0.242
C -4.108 1.929 2.379 0.16 1.33 -0.41 -0.187
C -3.436 -0.951 -2.276 0.09 -0.09 0.67 -0.206
H -4.261 0.957 2.844 -0.32 0.31 0.10 0.213
H -7.272 -1.463 -1.752 0.23 0.04 -0.16 0.225
C 4.986 4.261 -1.133 -0.11 0.25 0.12 -0.124
H -1.070 -3.379 -2.200 0.04 0.07 0.35 0.230
H 5.538 0.966 -0.392 0.10 0.17 0.02 0.223
C -4.413 3.144 3.008 0.42 0.04 -0.14 -0.205
Si -3.202 0.388 0.257 0.72 2.63 -3.87 1.147
H 5.524 5.143 -1.487 -0.17 -0.30 0.07 0.226
H 2.690 1.016 2.446 -0.05 -0.53 -0.24 0.246
Co 1.417 1.385 -1.378 0.22 -0.27 0.75 0.912
C 5.013 1.910 -0.494 -0.14 1.05 -0.23 -0.217
H 1.527 -3.365 -1.425 -0.26 -0.05 0.10 0.207
H -6.001 0.239 -0.352 -0.11 -0.42 0.05 0.214
H -4.225 5.303 2.954 -0.05 -0.39 -0.27 0.225
H 3.252 -0.713 2.272 -0.51 0.41 0.16 0.242
```
Forces are in eV/Å.

Values from the calculation:
* spin multiplicity: 5
* Kohn-Sham gap (spin up / spin down): 8.22 / 6.29 eV
* net charge: +1

Molecular formula: C2H5NO2S
Method: DFT, wB97M-V/def2-TZVPD

XYZ file:
```
11
Properties=species:S:1:pos:R:3:forces:R:3:nbo_charge:R:1
H 0.528 1.215 1.539 1.31 1.09 0.14 0.283
O -2.737 -0.019 -0.265 -0.11 0.30 0.38 -0.895
N -0.348 0.764 1.580 0.58 -2.36 1.66 -0.570
H 1.574 0.043 0.320 2.03 0.95 0.48 0.231
C -0.084 -0.236 -0.555 -1.00 -0.72 -2.16 0.065
C 1.313 -0.722 -0.352 -3.36 -1.74 1.95 -0.690
H 1.757 -0.838 -1.302 1.18 -0.10 -0.68 0.239
O -0.488 0.571 -1.613 0.42 0.01 0.37 -0.623
H 1.216 -1.648 0.328 0.50 1.14 -1.43 0.248
H -1.035 1.423 1.428 -2.05 2.05 -0.39 0.308
S -1.695 -0.553 -1.107 0.53 -0.64 -0.32 1.402
```
Forces are in eV/Å.

Values from the calculation:
* spin multiplicity: 3
* Kohn-Sham gap (spin up / spin down): 8.19 / 8.35 eV

Molecular formula: C22H15N4OPtS4
Method: DFT, wB97M-V/def2-TZVPD

XYZ file:
```
47
Properties=species:S:1:pos:R:3:forces:R:3:nbo_charge:R:1
H 3.020 -0.083 3.476 -0.08 0.09 0.10 0.241
H -2.460 -6.243 0.136 0.02 0.01 0.07 0.239
C 3.976 2.820 2.025 0.01 0.01 0.04 -0.217
C -1.114 3.286 -2.137 -0.05 -0.11 -0.19 -0.224
S 2.306 1.117 -1.235 -1.44 -1.34 1.01 0.524
H -0.367 -6.777 -1.081 -0.01 -0.02 -0.03 0.238
N -0.052 0.884 5.401 -0.06 0.01 -0.05 -0.246
Pt 0.411 -0.388 -0.482 -0.45 1.54 -0.42 0.856
C -0.807 0.983 2.943 -0.44 -0.19 -1.02 -0.091
N 0.006 1.500 2.086 1.82 0.52 1.71 0.038
C -0.679 -5.749 -0.958 -0.14 0.06 -0.04 -0.152
H -3.152 3.822 -2.520 -0.01 0.01 0.03 0.246
H -3.465 -0.844 -1.884 0.01 -0.06 -0.03 0.260
C 2.644 0.436 1.444 0.07 0.27 0.07 -0.182
C -2.003 0.716 -1.913 -0.43 0.22 -0.01 0.219
C -2.461 3.020 -2.301 0.11 -0.01 0.12 -0.102
C -2.922 1.717 -2.159 0.07 -0.06 -0.12 -0.216
C 0.094 -4.731 -1.491 0.01 0.19 -0.04 -0.238
C 3.780 1.874 3.022 0.12 -0.08 -0.14 -0.152
C -1.840 -5.451 -0.260 -0.01 -0.05 -0.08 -0.203
H 4.512 3.734 2.236 -0.05 0.05 0.00 0.234
C -0.410 0.955 4.312 0.17 0.18 0.32 0.251
C -1.421 -3.105 -0.589 -0.18 -0.12 0.02 -0.306
H 1.610 2.940 -2.581 0.07 0.01 0.05 0.263
H -0.732 4.292 -2.233 0.03 0.01 0.03 0.244
H 4.134 2.053 4.027 0.03 0.01 0.02 0.238
S -1.892 -1.439 -0.167 2.29 0.38 -0.59 0.567
C -2.388 -0.721 -1.800 -0.24 -0.37 0.13 -0.564
C 2.811 1.409 0.460 0.40 0.13 0.17 -0.260
S 1.846 -1.109 1.237 -0.87 -0.61 -0.95 0.052
C -0.250 2.235 -1.852 0.00 0.31 -0.05 0.258
C 1.210 2.530 -1.652 0.19 0.03 0.06 -0.571
C -2.059 0.407 2.547 -0.33 -0.20 -0.15 0.266
H -3.974 1.489 -2.243 -0.01 -0.05 -0.03 0.246
O -0.151 1.474 0.812 -0.91 -1.14 -1.59 -0.643
H 1.002 -4.954 -2.035 0.04 -0.05 0.03 0.238
S 0.745 -2.187 -2.062 0.20 1.49 0.93 0.056
C 3.508 2.575 0.746 0.07 0.09 -0.16 -0.141
N -3.049 -0.008 2.134 0.04 0.15 0.20 -0.311
C 3.148 0.683 2.723 -0.09 -0.07 -0.15 -0.199
H -3.101 -3.887 0.486 0.01 0.02 0.06 0.238
C -0.268 -3.396 -1.315 0.00 -0.37 0.11 -0.099
C -2.205 -4.128 -0.071 -0.18 0.04 0.08 -0.167
H 3.706 3.296 -0.039 -0.05 0.04 -0.02 0.213
H 1.331 3.274 -0.865 0.01 -0.06 0.04 0.286
N -0.704 0.993 -1.771 0.29 -0.94 0.48 -0.499
H -1.872 -1.311 -2.558 -0.06 0.00 -0.03 0.274
```
Forces are in eV/Å.

Values from the calculation:
* spin multiplicity: 1
* Kohn-Sham gap: 5.45 eV
* net charge: +1

Computed strongest force on any atom, in the same sequence as the records: 0.84, 3.05, 5.49, 4.74, 4.26, 2.55 eV/A.